Formula: C9H26AgN6O8
Source: the Open Molecules 2025 dataset
Level of theory: ωB97M-V with the def2-TZVPD basis set

## Properties
- total energy (eV) = -39075.40264
- 2S+1 = 2
- orbital gap (spin up / spin down) (Eh) = 0.26936 / 0.18340
- highest occupied orbital energy (spin up / spin down) (hartree) = -0.3487 / -0.3484

Element x y z (Å)
Ag (-0.84, -0.15, -3.37)
C (-0.76, 0.13, -0.68)
O (-1.06, 1.12, -1.45)
O (-0.31, -0.91, -1.28)
O (-0.98, 0.18, 0.53)
C (-1.47, -1.23, 4.60)
C (-0.65, 0.01, 4.29)
O (-1.25, 0.78, 3.26)
H (-0.90, -1.95, 5.20)
H (-1.74, -1.82, 3.72)
H (-2.32, -0.96, 5.23)
H (0.40, -0.24, 4.08)
H (-0.53, 0.61, 5.19)
H (-0.94, 0.42, 2.41)
C (-4.50, 2.14, 0.38)
O (-5.49, 2.83, 0.55)
N (-3.73, 2.25, -0.76)
N (-4.14, 1.15, 1.24)
H (-2.77, 1.95, -0.81)
H (-4.08, 2.93, -1.40)
H (-4.70, 1.04, 2.07)
H (-3.22, 0.74, 1.17)
C (3.25, -0.46, 0.27)
O (4.46, -0.36, 0.26)
N (2.43, 0.16, 1.17)
N (2.58, -1.18, -0.69)
H (1.44, 0.19, 0.96)
H (2.74, 0.44, 2.08)
H (1.60, -1.07, -0.89)
H (3.10, -1.63, -1.42)
C (-0.47, -4.03, 0.72)
O (-0.27, -5.21, 0.88)
N (-1.19, -3.52, -0.34)
N (-0.02, -3.06, 1.56)
H (-1.58, -4.13, -1.04)
H (-0.93, -2.61, -0.70)
H (0.48, -3.33, 2.38)
H (-0.25, -2.10, 1.33)
C (3.37, 0.87, -3.61)
C (2.05, 1.43, -3.12)
C (2.04, 2.96, -2.97)
O (1.03, 1.09, -4.11)
H (3.21, -0.20, -3.77)
H (4.09, 0.82, -2.79)
H (3.77, 1.31, -4.52)
H (1.78, 1.06, -2.14)
H (1.21, 3.25, -2.33)
H (1.87, 3.46, -3.93)
H (2.92, 3.34, -2.45)
H (1.29, 1.46, -4.96)

=====

Formula: C9H26BrCdN4O3
Source: the Open Molecules 2025 dataset
Level of theory: ωB97M-V with the def2-TZVPD basis set

## Properties
- energy relative to the best compared isomer or geometry (same formula, charge and spin) (eV) = 0.000
- total energy (eV) = -96458.01422
- orbital gap (Eh) = 0.31032
- charge = +1
- highest occupied orbital energy (hartree) = -0.4036

Element x y z (Å)
Cd (0.72, 0.46, -0.27)
Br (1.66, 1.27, -2.43)
C (1.87, -2.59, 0.13)
O (1.30, -1.46, -0.12)
N (1.53, -3.38, 1.13)
N (2.82, -3.13, -0.53)
H (0.74, -2.92, 1.55)
H (1.89, -4.29, 1.39)
H (3.13, -4.05, -0.25)
H (3.24, -2.71, -1.35)
C (0.41, 4.25, 1.74)
C (0.93, 3.02, 0.94)
C (2.07, 2.23, 1.69)
O (2.37, 1.03, 0.98)
C (3.62, 0.53, 1.53)
N (-0.17, 2.14, 0.46)
H (1.25, 4.93, 1.91)
H (0.19, 3.87, 2.74)
H (-0.45, 4.72, 1.27)
H (1.31, 3.42, 0.00)
H (1.80, 1.98, 2.72)
H (2.89, 2.93, 1.85)
H (3.53, 0.45, 2.61)
H (4.39, 1.27, 1.33)
H (3.75, -0.34, 0.88)
H (-0.59, 1.80, 1.31)
H (-0.81, 2.83, 0.07)
C (-1.64, -2.69, 0.03)
C (-1.64, -1.57, -1.08)
C (-3.00, -1.15, -1.77)
O (-3.08, 0.07, -2.51)
C (-4.36, 0.27, -3.06)
N (-1.21, -0.29, -0.50)
H (-2.60, -2.84, 0.51)
H (-0.85, -2.58, 0.78)
H (-1.56, -3.67, -0.43)
H (-0.93, -1.81, -1.87)
H (-3.78, -1.10, -1.01)
H (-3.18, -2.00, -2.44)
H (-5.03, 0.62, -2.28)
H (-4.70, -0.69, -3.47)
H (-4.38, 1.06, -3.81)
H (-1.53, -0.24, 0.46)
H (-1.91, 0.35, -0.86)

=====

Formula: C9H26ClI2N2NdP2S
Source: the Open Molecules 2025 dataset
Level of theory: ωB97M-V with the def2-TZVPD basis set

## Properties
- energy relative to the best compared isomer or geometry (same formula, charge and spin) (eV) = 0.000
- total energy (eV) = -86135.93368
- 2S+1 = 4
- orbital gap (spin up / spin down) (Eh) = 0.11987 / 0.11953
- charge = +2
- highest occupied orbital energy (spin up / spin down) (hartree) = -0.4899 / -0.4894

Element x y z (Å)
I (0.30, 1.69, -5.86)
I (-0.34, 3.64, -3.71)
Nd (0.00, 0.86, -2.64)
P (-2.51, -0.13, -1.31)
C (-3.41, 1.01, -0.23)
C (-3.07, 0.26, -3.04)
H (-4.15, 0.11, -3.09)
H (-4.18, -1.91, -1.10)
H (-2.58, -0.41, -3.77)
H (-2.58, -2.52, -1.61)
H (-3.12, 2.05, -0.45)
H (-2.81, 1.30, -3.34)
C (-3.10, -1.81, -0.96)
H (-4.49, 0.91, -0.34)
H (-2.83, -2.07, 0.07)
H (-3.12, 0.82, 0.81)
P (2.50, -0.10, -1.31)
C (3.39, 1.05, -0.22)
C (3.11, -1.78, -0.96)
H (2.58, -0.38, -3.76)
H (4.15, 0.16, -3.08)
H (2.80, 1.32, -3.34)
C (3.07, 0.29, -3.03)
H (2.60, -2.49, -1.61)
H (4.19, -1.87, -1.10)
H (4.48, 0.95, -0.32)
H (3.09, 0.86, 0.82)
H (2.85, -2.05, 0.07)
H (3.10, 2.08, -0.45)
Cl (0.01, -1.77, -3.14)
C (1.41, -0.62, 4.45)
N (0.79, -0.86, 3.14)
C (0.00, 0.00, 2.46)
S (-0.03, -0.07, 0.57)
N (-0.77, 0.86, 3.14)
C (-1.40, 0.62, 4.45)
H (1.07, 0.30, 4.95)
H (2.51, -0.56, 4.32)
H (1.24, -1.47, 5.13)
H (1.30, -1.45, 2.50)
H (-1.29, 1.46, 2.49)
H (-1.22, 1.46, 5.14)
H (-2.49, 0.57, 4.32)
H (-1.06, -0.30, 4.94)

=====

Formula: C9H27AsF6PS4Si3Tl
Source: the Open Molecules 2025 dataset
Level of theory: ωB97M-V with the def2-TZVPD basis set

## Properties
- energy relative to the best compared isomer or geometry (same formula, charge and spin) (eV) = 0.638
- total energy (eV) = -167883.95462
- 2S+1 = 2
- orbital gap (spin up / spin down) (Eh) = 0.27198 / 0.18873
- charge = -1
- highest occupied orbital energy (spin up / spin down) (hartree) = -0.1833 / -0.1695

Element x y z (Å)
Tl (-0.60, -0.47, 3.08)
S (0.23, 2.40, 2.87)
S (2.16, 2.37, 3.29)
S (3.14, 0.77, 2.31)
S (2.31, -0.99, 2.72)
F (0.41, -0.05, 5.48)
P (-0.50, -0.72, 6.70)
F (-1.43, -1.44, 5.52)
F (-1.48, 0.56, 6.63)
F (-1.42, -1.39, 7.83)
F (0.46, -2.00, 6.67)
F (0.42, 0.00, 7.80)
C (1.26, 3.17, -1.91)
Si (1.40, 1.27, -2.16)
C (0.94, 1.00, -4.02)
C (3.25, 0.78, -2.05)
As (0.28, 0.22, -0.34)
Si (-1.95, 0.90, -0.78)
C (-2.16, 2.62, 0.01)
C (-2.49, 1.08, -2.62)
C (-3.24, -0.24, 0.06)
Si (0.43, -2.05, -1.00)
C (-0.89, -3.09, -0.07)
C (0.29, -2.48, -2.87)
C (2.13, -2.68, -0.41)
H (1.94, 3.71, -2.55)
H (1.49, 3.43, -0.88)
H (0.25, 3.52, -2.13)
H (1.60, 1.58, -4.66)
H (-0.07, 1.31, -4.23)
H (1.03, -0.03, -4.31)
H (3.87, 1.39, -2.70)
H (3.39, -0.26, -2.33)
H (3.61, 0.91, -1.03)
H (-1.50, 3.34, -0.45)
H (-1.90, 2.58, 1.07)
H (-3.17, 3.00, -0.07)
H (-1.95, 1.90, -3.09)
H (-3.55, 1.28, -2.71)
H (-2.28, 0.18, -3.19)
H (-3.01, -0.37, 1.11)
H (-3.28, -1.23, -0.39)
H (-4.24, 0.18, 0.00)
H (-1.89, -2.89, -0.43)
H (-0.86, -2.85, 0.99)
H (-0.70, -4.15, -0.17)
H (-0.59, -2.03, -3.32)
H (0.24, -3.55, -3.03)
H (1.16, -2.11, -3.41)
H (2.22, -2.55, 0.67)
H (2.94, -2.11, -0.86)
H (2.30, -3.73, -0.63)

=====

Formula: C9H27ClI2IrOP3
Source: the Open Molecules 2025 dataset
Level of theory: ωB97M-V with the def2-TZVPD basis set

## Properties
- energy relative to the best compared isomer or geometry (same formula, charge and spin) (eV) = 3.502
- total energy (eV) = -71224.09847
- 2S+1 = 5
- orbital gap (spin up / spin down) (Eh) = 0.22321 / 0.26454
- charge = +2
- highest occupied orbital energy (spin up / spin down) (hartree) = -0.5117 / -0.5650

Element x y z (Å)
I (1.44, -0.19, 0.96)
I (-0.78, 1.10, 1.74)
Ir (-1.68, 0.87, -3.35)
P (0.01, 1.93, -1.64)
C (1.22, 2.45, -0.26)
C (1.19, 2.77, -2.75)
H (1.29, 3.80, -2.40)
H (-0.19, 4.20, -1.02)
H (0.79, 2.79, -3.76)
H (-1.75, 3.63, -1.71)
H (2.10, 1.82, -0.17)
H (2.16, 2.27, -2.70)
C (-0.92, 3.40, -1.03)
H (1.63, 3.42, -0.48)
H (-1.26, 3.17, -0.01)
H (0.64, 2.54, 0.70)
P (-1.07, -0.88, -2.14)
C (-0.65, -2.28, -0.99)
C (-2.88, -1.23, -1.88)
H (-0.84, -1.17, -4.49)
H (-1.50, -2.64, -3.71)
H (0.25, -2.28, -3.58)
C (-0.75, -1.85, -3.64)
H (-3.43, -0.47, -2.47)
H (-3.04, -2.24, -2.24)
H (-0.95, -3.18, -1.54)
H (-1.25, -2.20, -0.08)
H (-3.07, -1.12, -0.80)
H (0.41, -2.33, -0.75)
Cl (-2.27, 2.56, -4.63)
C (2.53, -1.91, 3.52)
P (0.87, -1.25, 3.58)
C (-0.44, -2.62, 3.62)
C (1.29, 0.62, 4.07)
O (0.34, -1.55, 2.03)
H (3.24, -1.19, 3.23)
H (2.51, -2.80, 2.90)
H (2.69, -2.21, 4.58)
H (-0.68, -3.00, 4.60)
H (-1.35, -2.28, 3.10)
H (0.01, -3.37, 2.97)
H (2.24, 0.92, 3.63)
H (0.55, 1.39, 3.81)
H (1.34, 0.61, 5.18)

=====

Formula: C9H27HgN2O7
Source: the Open Molecules 2025 dataset
Level of theory: ωB97M-V with the def2-TZVPD basis set

## Properties
- energy relative to the best compared isomer or geometry (same formula, charge and spin) (eV) = 0.000
- total energy (eV) = -31255.57857
- orbital gap (Eh) = 0.22235
- charge = -1
- highest occupied orbital energy (hartree) = -0.1295

Element x y z (Å)
Hg (-0.69, -0.23, 0.22)
C (-1.44, 0.71, -4.05)
C (-0.72, 1.10, -2.75)
O (-1.46, 1.13, -1.58)
H (-0.75, 0.12, -4.67)
H (-1.65, 1.64, -4.59)
H (-2.40, 0.23, -3.91)
H (-0.15, 2.05, -2.87)
H (0.15, 0.42, -2.61)
C (1.55, -1.19, 3.11)
C (0.11, -1.62, 3.36)
O (-0.82, -1.25, 2.41)
H (2.08, -1.20, 4.07)
H (1.53, -0.14, 2.83)
H (2.07, -1.87, 2.43)
H (-0.15, -1.26, 4.37)
H (0.10, -2.73, 3.43)
C (-2.56, -2.32, -1.70)
C (-1.30, -3.05, -1.24)
O (-0.26, -2.24, -0.86)
H (-2.23, -1.65, -2.49)
H (-2.90, -1.79, -0.80)
H (-3.29, -2.99, -2.16)
H (-1.07, -3.77, -2.06)
H (-1.57, -3.78, -0.46)
C (3.33, -0.11, -1.74)
C (2.45, 0.81, -0.86)
O (1.64, -0.07, -0.06)
O (4.07, -1.16, -1.14)
H (3.93, 0.51, -2.40)
H (2.61, -0.66, -2.36)
H (1.80, 1.47, -1.42)
H (3.08, 1.42, -0.21)
H (2.19, -0.84, 0.12)
H (3.46, -1.88, -0.99)
C (-0.17, 2.76, 2.19)
O (-0.12, 1.86, 1.38)
N (-0.33, 4.09, 1.86)
N (-0.01, 2.58, 3.55)
H (-0.32, 4.19, 0.86)
H (-0.16, 4.86, 2.47)
H (-0.12, 1.61, 3.81)
H (-0.10, 3.32, 4.20)
O (-2.81, 0.29, 0.90)
H (-3.67, -0.05, 0.62)
H (-2.96, 0.68, 1.77)